Record 1
Below is a 5-piece molecular cluster, C30H80FI2N13O4P5S overall at a distorted geometry, with properties calculated with the ωB97M-V functional and the def2-TZVPD basis.

Calculated values
2S+1: 1
Charge: +1
E: -136147.1314 eV
LUMO level: -3.871 eV

XYZ file:
```
136
Properties=species:S:1:pos:R:3:forces:R:3
C 1.15172 2.25329 -7.66730 -0.63 -0.70 0.93
C 1.86896 1.69062 -6.42725 0.38 0.54 -0.62
I 0.62552 0.39738 -5.21863 0.59 0.72 -0.77
C 3.15706 1.97829 -6.13613 0.24 -0.65 0.64
I 4.39685 3.28895 -7.30631 -0.45 -0.62 0.64
P 4.01119 1.23604 -4.67533 -1.22 0.14 -1.16
C 3.30653 2.01466 -3.15920 0.80 0.66 1.09
C 4.29543 2.01817 -1.93893 -0.28 0.39 -0.03
F 5.53720 2.51791 -2.36844 -0.55 -0.57 0.05
N 3.83193 -0.47066 -4.77348 1.24 1.47 1.05
C 3.94165 -1.04212 -3.68323 -1.92 -1.38 1.41
S 3.63703 -1.81833 -2.32900 0.99 0.97 -1.83
H 0.82843 1.37123 -8.26815 0.16 0.72 0.26
H 1.75232 2.95376 -8.27051 -0.19 -0.46 0.43
H 0.23041 2.75827 -7.29131 0.58 -0.31 -0.46
H 5.40618 1.50456 -4.75756 -0.68 0.00 0.05
H 2.33112 1.60820 -2.82868 0.53 -0.09 -0.54
H 3.13871 3.09268 -3.40182 0.10 -0.80 -0.25
H 3.94150 2.73398 -1.16417 -0.01 -0.57 -0.55
H 4.40971 1.01925 -1.47773 0.21 0.51 -0.37
O 3.13892 -2.09268 3.06611 -2.77 -0.53 2.90
P 3.21625 -3.61240 3.27664 5.63 -0.04 -5.70
N 4.90054 -3.53263 3.65726 1.21 -0.03 0.34
C 6.08340 -4.02127 2.98466 0.16 -0.04 -0.24
C 5.20256 -3.11767 5.02131 -0.68 0.02 0.05
N 2.87566 -3.96676 1.61768 -0.58 0.49 -0.63
C 3.68945 -4.78025 0.73243 -0.22 -0.87 0.09
C 2.33741 -2.87188 0.80821 -0.18 0.19 0.30
N 3.19850 -5.36351 3.61992 -3.06 -0.15 2.25
C 2.33624 -5.57797 4.80809 -0.70 0.02 -0.36
C 4.29113 -6.31093 3.72322 0.97 0.47 0.17
H 6.52523 -4.88595 3.49579 0.00 -0.06 -0.02
H 6.86812 -3.25491 2.96478 -0.13 0.11 0.01
H 5.91522 -4.30806 1.95017 -0.17 -0.01 0.07
H 4.92497 -3.89936 5.74342 0.11 0.02 0.19
H 4.65242 -2.20754 5.27760 -0.01 -0.03 0.02
H 6.26167 -2.89917 5.16107 -0.01 -0.08 -0.20
H 4.62035 -4.27556 0.45141 0.04 -0.01 0.02
H 3.15564 -4.98531 -0.20069 -0.14 0.11 0.10
H 3.90358 -5.76621 1.13747 0.16 0.12 0.20
H 3.11643 -2.13992 0.55170 -0.04 0.12 0.08
H 1.52733 -2.35815 1.32179 0.22 0.10 0.05
H 1.90387 -3.24956 -0.12337 0.15 -0.30 0.08
H 2.77326 -5.13671 5.70835 -0.02 -0.17 0.13
H 2.14248 -6.63577 4.99429 0.14 0.00 -0.10
H 1.35659 -5.10884 4.63938 0.11 0.08 0.04
H 4.92472 -6.14005 4.60212 0.12 -0.04 -0.07
H 4.91031 -6.35091 2.83102 0.06 0.30 0.07
H 3.87975 -7.31928 3.82170 -0.39 0.21 0.07
O -2.31285 -0.92156 -6.91441 -0.03 0.80 4.11
P -3.70655 -1.44549 -6.54701 -1.39 -2.25 -7.54
N -3.34923 -3.06925 -7.01484 0.31 -0.98 -0.19
C -3.86871 -3.92344 -8.05972 -0.21 -0.08 -0.25
C -2.56341 -3.82938 -6.05353 -0.07 0.57 0.35
N -4.52136 -0.50753 -7.74044 0.57 0.74 -0.25
C -5.45923 -1.00318 -8.73358 -0.86 -0.06 0.33
C -3.73194 0.54849 -8.38496 0.30 0.13 0.20
N -5.29425 -1.91252 -5.88332 0.34 1.63 3.36
C -5.25542 -1.68043 -4.41935 -0.10 0.75 -0.04
C -6.08090 -3.11171 -6.09667 0.62 -0.85 -0.41
H -4.51879 -4.71514 -7.66515 -0.08 0.01 0.00
H -3.05573 -4.43997 -8.58450 0.10 0.15 0.06
H -4.43135 -3.39284 -8.82259 0.00 0.14 0.14
H -3.15376 -4.06291 -5.15517 0.09 -0.19 0.10
H -1.68116 -3.26121 -5.74226 -0.02 -0.01 0.03
H -2.20455 -4.77226 -6.46775 -0.12 0.08 -0.15
H -4.96006 -1.58830 -9.51207 0.00 -0.03 0.01
H -5.95427 -0.17208 -9.24255 0.15 0.10 0.13
H -6.27701 -1.57363 -8.29949 0.17 -0.21 0.10
H -3.02291 0.13432 -9.11218 0.07 0.06 0.02
H -3.18253 1.13341 -7.64986 0.07 -0.18 -0.07
H -4.37909 1.25734 -8.90617 -0.24 -0.25 0.02
H -4.55292 -2.35613 -3.92207 -0.13 -0.09 0.17
H -6.23712 -1.79197 -3.95572 -0.01 -0.08 -0.15
H -4.93496 -0.64816 -4.22027 0.08 -0.10 -0.03
H -5.62602 -4.00704 -5.65449 -0.03 -0.09 -0.11
H -6.30448 -3.29711 -7.14395 0.32 -0.02 -0.05
H -7.05775 -2.98624 -5.62160 0.19 0.35 0.18
O -2.21643 -0.66260 7.80944 -0.68 -3.51 -2.11
P -1.18120 -0.58669 6.68797 2.60 6.89 2.91
N 0.16755 -0.58041 7.76780 0.86 -0.09 0.67
C 1.17791 0.40871 8.06434 0.14 0.26 -0.07
C 0.52471 -1.88135 8.31520 -0.54 -0.20 -0.36
N -1.68712 0.97006 6.14421 -0.85 0.29 0.15
C -0.83381 2.12596 5.94186 0.42 -0.08 -0.77
C -2.96161 1.46278 6.68318 -0.23 -0.28 0.15
N -0.12288 -0.70394 5.25661 -1.83 -2.92 -1.77
C -0.37386 -2.02058 4.62699 -0.67 0.23 -0.34
C 1.29057 -0.44251 5.10582 0.61 0.19 0.99
H 2.15842 0.14109 7.64693 0.04 0.03 -0.08
H 1.33043 0.50110 9.14675 -0.17 -0.06 0.01
H 0.93547 1.40608 7.70732 -0.12 -0.10 -0.11
H 0.96058 -2.53128 7.54041 0.14 -0.16 0.09
H -0.35774 -2.38292 8.72247 0.02 -0.02 -0.04
H 1.24896 -1.80263 9.12692 -0.02 0.20 -0.07
H -0.48629 2.55070 6.88946 0.04 0.01 -0.01
H -1.38028 2.92159 5.43083 -0.20 -0.09 0.01
H 0.01247 1.92118 5.28795 0.12 -0.20 0.20
H -2.85809 1.79518 7.72256 -0.10 -0.04 0.03
H -3.73230 0.69696 6.63357 0.15 0.00 0.18
H -3.33735 2.30262 6.09291 0.33 0.03 -0.12
H -0.04457 -2.84027 5.27532 0.10 -0.17 -0.15
H 0.11626 -2.12193 3.65538 0.13 0.16 0.09
H -1.45038 -2.13944 4.44114 0.06 -0.07 0.15
H 1.91430 -1.17388 5.63606 0.15 0.10 0.03
H 1.57899 0.56399 5.40174 -0.13 -0.08 0.38
H 1.56776 -0.50573 4.05119 -0.37 -0.28 -0.01
O -3.20199 5.59739 -0.96165 0.83 -3.78 -1.61
P -1.90973 5.21087 -0.24212 -0.28 6.98 3.98
N -2.62678 5.25602 1.32510 -0.39 -0.12 0.94
C -2.40608 6.10003 2.47821 0.17 0.22 0.14
C -3.43374 4.09067 1.66534 0.16 -0.20 -0.63
N -1.06404 6.64018 -0.70636 -0.26 0.39 -0.76
C -0.35583 7.54828 0.17932 0.82 -0.29 0.16
C -1.70210 7.46079 -1.74420 -0.27 -0.19 -0.23
N -0.37282 4.55877 0.39724 0.50 -2.91 -2.35
C -0.20900 3.19437 -0.15037 0.18 0.26 -0.65
C 0.14885 4.53291 1.74995 -0.82 0.15 0.75
H -1.88283 5.57243 3.28686 0.09 -0.01 0.03
H -3.35843 6.43324 2.90794 -0.05 -0.03 -0.18
H -1.84048 7.00228 2.26161 0.04 -0.09 -0.16
H -2.80332 3.20203 1.81874 -0.10 -0.15 0.15
H -4.14497 3.86875 0.86458 0.03 -0.02 0.01
H -4.01628 4.24347 2.57424 0.12 0.18 -0.01
H -1.04150 8.13582 0.79735 0.00 -0.01 0.04
H 0.23153 8.26765 -0.39788 -0.12 -0.10 -0.15
H 0.37917 7.04632 0.80521 -0.20 -0.15 0.15
H -2.55338 8.02407 -1.34549 -0.06 -0.02 -0.10
H -2.04372 6.84833 -2.57583 -0.14 0.02 0.19
H -0.99186 8.17340 -2.17044 0.19 -0.06 0.30
H -0.96809 2.50918 0.23972 0.15 -0.22 0.04
H 0.78073 2.77653 0.05631 -0.01 0.12 0.17
H -0.30935 3.22639 -1.24527 -0.14 -0.02 0.07
H -0.41472 3.86456 2.41371 0.00 0.09 0.13
H 0.21836 5.51911 2.20122 -0.33 0.02 -0.03
H 1.17878 4.16326 1.72994 -0.09 -0.10 -0.38
```
Positions in Å, forces in eV/Å.

---

Record 2
Below is a 2-piece molecular cluster, C5H7Cl2N2O overall at a distorted geometry, with properties calculated with the ωB97M-V functional and the def2-TZVPD basis.

Calculated values
2S+1: 1
Charge: +1
E: -35360.3073 eV
LUMO level (spin up / spin down): -5.681 / -6.480 eV
Energy relative to the best compared isomer or geometry (same formula, charge and spin): 2.590 eV

XYZ file:
```
17
Properties=species:S:1:pos:R:3:forces:R:3
C 1.83321 0.73360 -0.60423 -0.87 1.46 -0.50
C 1.25112 -1.35209 0.00740 1.23 -1.53 -0.52
C 0.48787 1.22962 0.02685 3.36 2.10 -0.33
C -0.52572 0.19567 0.02895 2.50 -1.34 0.40
C -2.78024 -0.33586 0.18059 -0.78 -1.15 3.10
N 2.13432 -0.54172 -0.45389 0.37 0.35 -0.11
N -0.10967 -1.09086 -0.01104 -3.00 1.79 0.73
O -1.70344 0.55804 0.20964 -0.69 1.23 -0.38
Cl 1.67492 -2.95606 0.39677 -0.25 0.24 0.03
Cl 4.33382 1.79259 0.10158 -0.54 -0.13 0.07
H 2.33373 1.48359 -1.30605 -0.38 -1.74 0.96
H 0.77482 1.58578 1.07357 -0.83 -0.49 -0.92
H 0.26644 2.14388 -0.56593 -0.68 -0.61 0.67
H -2.83833 -0.82935 -0.72774 -0.38 -0.55 -2.10
H -3.63945 0.27750 0.45112 -0.04 -0.46 -0.24
H -2.61449 -1.15249 0.95421 -0.42 1.06 -0.49
H -0.87889 -1.74185 0.23821 1.41 -0.23 -0.37
```
Positions in Å, forces in eV/Å.

---

Record 3
Below is a 2-piece molecular cluster, C4H11NO2 overall at a distorted geometry, with properties calculated with the ωB97M-V functional and the def2-TZVPD basis.

Calculated values
2S+1: 1
SMILES string: CC(N)=O.CCO
E: -9912.0980 eV
LUMO level: 0.858 eV
Energy relative to the best compared isomer or geometry (same formula, charge and spin): 0.144 eV

XYZ file:
```
18
Properties=species:S:1:pos:R:3:forces:R:3
O 0.38931 -1.32774 0.71177 0.17 -0.15 0.19
C -0.00495 -0.53295 1.55379 -0.64 0.79 0.18
N -0.95846 0.40529 1.27373 -0.01 0.16 0.37
C 0.51300 -0.50351 2.97505 0.42 -0.32 0.31
H -1.28619 1.06871 1.98012 0.35 -0.64 -0.55
H -1.34589 0.43285 0.32733 0.15 -0.03 0.30
H 1.27297 -1.29311 3.09986 -0.38 0.38 -0.09
H -0.30288 -0.68350 3.69516 0.27 0.12 -0.31
H 0.97665 0.47054 3.20496 -0.24 -0.34 -0.12
O -1.13163 -0.53888 -1.35601 0.25 0.01 -0.39
C 0.75510 0.84838 -2.08414 0.18 0.15 0.09
C -0.37865 -0.08082 -2.48021 -0.51 0.01 -0.29
H -0.51900 -1.03047 -0.76999 -0.08 0.00 -0.03
H 0.35999 1.71279 -1.52441 0.18 -0.28 -0.19
H 1.27691 1.21952 -2.98224 -0.15 -0.12 0.33
H 1.48403 0.32001 -1.44689 -0.24 0.22 -0.22
H -1.11090 0.45204 -3.11686 0.41 -0.25 0.19
H 0.01054 -0.93911 -3.06099 -0.16 0.28 0.21
```
Positions in Å, forces in eV/Å.

---

Record 4
Below is a 2-piece molecular cluster, C3H7NSSi overall at a distorted geometry, with properties calculated with the ωB97M-V functional and the def2-TZVPD basis.

Calculated values
2S+1: 1
E: -23421.9866 eV
LUMO level (spin up / spin down): -1.215 / -1.044 eV
Energy relative to the best compared isomer or geometry (same formula, charge and spin): 4.117 eV

XYZ file:
```
13
Properties=species:S:1:pos:R:3:forces:R:3
C -0.06302 -0.32379 0.30293 -0.12 -0.67 -1.91
C 0.42807 1.62253 -0.82469 2.48 0.36 -0.46
C 0.64580 2.04314 0.62634 0.98 2.89 0.09
N 0.03728 0.24443 -0.83398 -1.35 -1.57 0.93
Si -1.13087 -3.25577 0.05826 2.85 1.34 1.09
S 0.43515 0.64761 1.74982 0.33 -0.69 -0.73
H -0.14867 2.38034 -1.38549 -0.45 -0.89 0.20
H 1.47360 1.71012 -1.31965 -1.61 -0.48 0.42
H 1.67610 2.58632 0.47539 -1.81 -0.95 1.74
H -0.14257 2.73482 0.99977 0.83 0.04 -0.58
H 0.20417 -4.09830 -0.28219 -1.82 0.98 0.38
H -1.92223 -2.88584 -1.15308 -0.15 -0.36 0.70
H -1.49283 -3.40561 1.58657 -0.17 0.00 -1.85
```
Positions in Å, forces in eV/Å.

---

Q: Number 4 is which compound?
A: C3H7NSSi

---

Q: Which value of 2S+1 does entry 2 give?
A: 1

---

What did the second record say?
Below is a 2-piece molecular cluster, C5H7Cl2N2O overall at a distorted geometry, with properties calculated with the ωB97M-V functional and the def2-TZVPD basis.

Calculated values
2S+1: 1
Charge: +1
E: -35360.3073 eV
LUMO level (spin up / spin down): -5.681 / -6.480 eV
Energy relative to the best compared isomer or geometry (same formula, charge and spin): 2.590 eV

XYZ file:
```
17
Properties=species:S:1:pos:R:3:forces:R:3
C 1.83321 0.73360 -0.60423 -0.87 1.46 -0.50
C 1.25112 -1.35209 0.00740 1.23 -1.53 -0.52
C 0.48787 1.22962 0.02685 3.36 2.10 -0.33
C -0.52572 0.19567 0.02895 2.50 -1.34 0.40
C -2.78024 -0.33586 0.18059 -0.78 -1.15 3.10
N 2.13432 -0.54172 -0.45389 0.37 0.35 -0.11
N -0.10967 -1.09086 -0.01104 -3.00 1.79 0.73
O -1.70344 0.55804 0.20964 -0.69 1.23 -0.38
Cl 1.67492 -2.95606 0.39677 -0.25 0.24 0.03
Cl 4.33382 1.79259 0.10158 -0.54 -0.13 0.07
H 2.33373 1.48359 -1.30605 -0.38 -1.74 0.96
H 0.77482 1.58578 1.07357 -0.83 -0.49 -0.92
H 0.26644 2.14388 -0.56593 -0.68 -0.61 0.67
H -2.83833 -0.82935 -0.72774 -0.38 -0.55 -2.10
H -3.63945 0.27750 0.45112 -0.04 -0.46 -0.24
H -2.61449 -1.15249 0.95421 -0.42 1.06 -0.49
H -0.87889 -1.74185 0.23821 1.41 -0.23 -0.37
```
Positions in Å, forces in eV/Å.